The following is a quantum chemistry calculation of a cluster of 13 separate species, C47H124N4O15 in total in a non-equilibrium geometry, from the OMol25 dataset.

```
190
Properties=species:S:1:pos:R:3:forces:R:3
C 14.415230 11.529785 21.798320 -0.527 0.180 0.415
C 14.838610 11.421875 23.268860 2.207 0.256 0.030
C 16.386360 11.226805 23.470510 -1.657 -0.816 -1.298
O 14.509770 12.619795 23.964850 -0.844 0.369 -0.272
H 13.325810 11.497795 21.782980 -0.113 -0.429 -0.213
H 14.848340 10.741935 21.182030 -0.209 -0.203 0.242
H 14.625630 12.457985 21.267040 0.592 0.290 0.491
H 14.336470 10.575335 23.737180 -0.219 -0.084 -0.063
H 16.915800 11.927155 22.824530 0.168 0.288 0.497
H 16.583030 10.238375 23.055270 0.388 -0.188 0.192
H 16.637120 11.228035 24.531270 0.216 0.239 -0.143
H 14.821560 12.549485 24.870090 -0.007 0.025 0.026
C 20.046520 15.084945 20.758500 -0.308 0.154 -0.552
C 18.535730 15.268025 20.476670 0.956 -0.008 -2.632
C 18.220550 14.883445 18.950120 0.087 0.665 1.304
O 17.686770 14.543055 21.324210 0.284 -0.548 0.364
H 20.446900 14.115725 20.461170 -0.301 -0.258 0.266
H 20.335600 15.319655 21.782920 -0.153 -0.120 0.150
H 20.585550 15.789965 20.125650 -0.033 0.228 -0.008
H 18.312970 16.323115 20.635620 -0.030 0.210 -0.397
H 18.594890 13.908185 18.638940 0.021 -0.145 0.455
H 18.654040 15.599125 18.251550 0.141 0.251 0.232
H 17.146860 14.916865 18.765290 -0.076 -0.064 0.153
H 18.065270 14.782145 22.173430 -0.523 -0.391 0.642
C 9.886440 14.139435 17.588740 0.891 -0.119 -0.695
C 9.345810 15.544845 17.390930 0.781 -0.434 1.124
C 9.221460 16.273575 18.745200 -0.891 0.007 -0.535
O 10.150390 16.342135 16.508520 -1.026 -0.588 -0.148
H 10.064900 13.672485 16.620130 -0.560 -0.218 -0.183
H 9.189570 13.538435 18.172910 0.189 0.022 0.058
H 10.897580 14.109885 17.994730 -0.035 0.247 0.666
H 8.370700 15.340255 16.948900 -0.125 0.923 -0.242
H 8.998550 17.308665 18.486370 -0.025 0.113 0.437
H 10.065830 16.220005 19.432420 0.479 -0.034 -0.506
H 8.395420 15.868065 19.329440 -0.250 0.018 -0.111
H 10.950130 16.551075 16.996750 0.576 0.067 0.445
C 11.550470 14.103095 12.255890 0.038 -0.314 -0.020
C 11.213080 14.374595 13.708410 0.402 1.445 1.677
C 12.287480 13.957095 14.688150 0.839 -0.464 -0.074
O 11.095350 15.813515 13.920090 -0.020 -0.504 -1.736
H 11.539010 13.027495 12.079680 -0.181 -0.100 -0.005
H 12.559430 14.410295 11.980720 0.120 0.284 0.313
H 10.880570 14.578255 11.539270 -0.212 0.016 0.272
H 10.342620 13.838735 14.086910 -0.723 0.177 -0.688
H 13.162870 14.572125 14.479530 0.344 -0.265 -0.032
H 12.507960 12.891075 14.632680 0.282 -0.106 -0.241
H 12.041290 14.127115 15.736280 -0.395 0.276 -0.098
H 10.772360 16.048545 14.793040 -0.403 -0.471 0.543
C 18.169110 19.564335 20.671590 -0.420 -0.657 1.050
C 16.902350 18.715435 20.976560 -1.317 0.534 -0.698
C 15.601620 19.519325 21.372470 1.437 -0.391 1.263
O 16.624310 18.044365 19.755670 1.066 0.400 -1.326
H 17.979680 20.349915 19.940090 -0.065 -0.136 0.014
H 18.966090 18.899355 20.338820 -0.154 -0.083 -0.426
H 18.589870 19.993655 21.580840 -0.324 0.310 0.130
H 17.066030 17.915095 21.698200 0.295 0.307 0.531
H 15.336120 20.299905 20.659510 -0.026 -0.238 -0.062
H 15.760510 19.948915 22.361560 0.458 0.733 0.001
H 14.778340 18.872615 21.675880 -0.155 -0.454 -0.990
H 15.991600 17.327015 19.837400 -0.408 -0.092 1.039
C 12.275280 21.602595 21.672380 0.239 0.500 -1.498
C 11.355320 20.891295 20.681700 -1.586 0.273 2.048
C 11.283730 19.415585 20.936600 0.556 -0.326 -1.165
O 10.033530 21.438915 20.957110 -0.025 0.242 -1.201
H 12.284550 22.645455 21.355450 0.066 0.182 0.306
H 13.304670 21.251105 21.602360 -0.037 -0.165 0.370
H 11.841990 21.549035 22.671120 0.300 -0.222 0.079
H 11.546450 21.032995 19.617990 0.221 0.549 0.208
H 10.898090 18.959155 20.024980 -0.158 -0.345 0.047
H 10.623360 19.124025 21.753300 0.411 0.140 0.225
H 12.326270 19.110045 21.025150 -0.134 -0.621 0.406
H 9.852170 21.347655 21.895400 0.137 -0.085 0.073
C 13.424610 16.257845 24.372840 0.050 -0.762 0.255
C 12.546860 15.498575 23.367370 -0.701 1.140 -0.130
C 11.745120 16.511305 22.509410 0.518 -0.197 0.115
O 13.367530 14.741885 22.491550 -0.719 0.129 -0.495
H 14.364770 16.557205 23.909600 -0.186 0.319 -0.225
H 13.714590 15.563435 25.161390 0.035 -0.040 0.178
H 12.920800 17.095745 24.854710 -0.010 0.048 -0.179
H 11.815030 14.888605 23.896960 0.171 -0.431 0.093
H 11.113420 17.191815 23.080340 0.463 0.064 0.510
H 11.016390 16.109775 21.805270 0.416 -0.607 -0.237
H 12.514970 17.077185 21.984810 -0.293 0.249 -0.212
H 13.701010 13.928575 22.877450 0.065 -0.176 0.739
C 16.509670 12.195605 16.922920 0.889 0.340 -0.269
C 17.510410 11.322895 17.644370 -0.582 0.384 1.601
C 17.085930 11.005265 19.071060 0.443 0.603 0.506
O 17.712130 10.128075 17.006200 0.239 -1.784 -1.003
H 15.508590 11.777815 17.029600 -0.026 0.245 -0.235
H 16.850690 12.265585 15.890010 -0.456 -0.247 -0.386
H 16.597180 13.232515 17.247380 -0.441 -0.040 0.416
H 18.469830 11.810735 17.816510 0.211 0.563 -0.512
H 16.290100 10.287225 19.268970 -0.168 0.055 -0.636
H 16.821110 11.975255 19.491880 -0.160 -0.033 0.438
H 17.966260 10.655975 19.610620 -0.024 -0.105 0.131
H 17.921400 10.274945 16.080870 0.043 0.015 -0.104
C 15.734320 20.372585 15.735230 1.309 -0.235 -0.052
C 16.554350 19.660725 16.839950 -1.512 0.161 0.358
C 17.988010 20.054565 16.898370 0.703 0.301 -1.414
O 15.900820 19.987025 18.062400 -0.364 0.365 -0.375
H 15.695270 21.437275 15.965420 -0.541 -0.036 0.248
H 14.769320 19.892195 15.573650 -0.102 0.336 0.339
H 16.252580 20.347745 14.776640 0.163 -0.306 -0.111
H 16.478050 18.583335 16.693260 0.038 -0.302 -0.176
H 18.302020 19.864695 15.872000 0.595 0.385 -0.182
H 18.696760 19.485445 17.499940 -0.555 -0.190 0.453
H 18.067740 21.115505 17.135340 0.128 0.048 -0.049
H 16.256490 19.350545 18.686880 -0.103 -0.469 0.615
C 11.538210 10.944135 18.917500 -0.268 -0.358 -0.873
C 10.112490 10.408775 19.138350 0.484 -0.116 0.252
C 9.507500 9.565065 17.986630 0.126 1.265 -0.469
O 9.169590 10.447585 16.898940 1.573 -0.956 -0.323
C 7.967540 11.122295 17.002210 -0.540 -0.145 0.126
N 10.118170 9.634805 20.385500 -0.623 0.218 0.272
H 11.547820 11.501285 17.980700 0.125 0.013 -0.128
H 12.277000 10.144865 18.858610 -0.041 -0.111 0.011
H 11.857830 11.642435 19.691010 -0.241 -0.069 0.225
H 9.540460 11.331975 19.230980 -0.630 -0.049 -0.023
H 8.607090 8.996165 18.218390 -0.214 0.142 0.730
H 10.202670 8.807985 17.623760 0.289 0.289 -0.176
H 7.164460 10.410885 17.194700 -0.341 -0.017 0.243
H 7.743920 11.584625 16.040780 0.199 0.146 0.055
H 8.005060 11.877625 17.787170 -0.300 0.122 0.046
H 10.172660 10.307275 21.137100 0.771 0.243 0.328
H 9.176050 9.322525 20.572560 -0.393 -0.626 -0.332
C 14.074600 14.418035 19.045330 -0.778 0.509 -2.564
C 14.465320 15.872215 19.190840 -0.884 -0.747 0.701
C 13.291910 16.839845 18.970870 -0.118 0.164 0.045
O 12.649010 16.670225 17.717540 -1.064 -0.162 -0.473
C 13.286220 17.226795 16.566050 0.709 -0.234 0.822
N 15.000840 15.961345 20.551420 0.580 0.787 -0.415
H 14.946840 13.764445 19.055020 -0.153 -0.119 0.443
H 13.705100 14.412325 18.019890 -0.244 -0.813 -0.367
H 13.219780 14.117215 19.651050 0.366 -0.030 0.458
H 15.187070 16.121665 18.413050 0.532 -0.018 0.183
H 13.600430 17.880145 19.074260 0.392 0.175 0.032
H 12.504340 16.698115 19.710970 0.033 -0.284 0.119
H 12.782450 16.950665 15.639730 -0.145 -0.441 0.252
H 14.284500 16.792475 16.619910 0.336 0.455 -0.814
H 13.301400 18.316315 16.594820 0.238 0.122 0.283
H 15.749660 15.283665 20.561930 0.781 0.093 0.165
H 14.350530 15.452225 21.132790 -0.584 0.483 0.540
C 19.965820 17.180035 14.946710 -0.383 1.443 0.617
O 18.560450 17.335415 14.723690 1.326 0.807 0.287
C 17.964560 16.116485 14.432450 -0.016 -0.508 0.040
C 16.499560 16.309405 14.154640 0.205 -1.449 0.422
N 16.340360 16.758175 12.781440 -0.490 0.408 1.612
C 14.993830 17.237885 12.447340 1.178 0.007 -1.858
C 14.995680 17.386185 10.907470 -0.714 1.119 -0.205
O 15.786090 18.494705 10.372110 -0.039 -1.088 0.410
C 15.749130 18.617845 8.944310 -0.064 0.275 0.767
H 20.187450 16.491575 15.762190 -0.123 -0.648 -0.285
H 20.318660 18.128505 15.351700 -0.131 0.253 -0.134
H 20.557970 17.022375 14.045270 -0.249 -0.547 -0.152
H 18.094820 15.451295 15.286060 0.037 -0.340 0.190
H 18.478590 15.701485 13.565460 -0.147 -0.458 -0.213
H 16.091580 16.880405 14.988670 -0.199 0.944 -0.180
H 16.044370 15.337435 14.344840 -0.267 -0.340 -0.544
H 16.982360 17.537575 12.803400 0.020 0.521 -0.923
H 14.665310 18.152075 12.941750 0.148 0.202 0.142
H 14.240950 16.472425 12.635310 0.105 -0.187 0.225
H 13.960050 17.588495 10.634240 -0.274 -0.031 -0.301
H 15.276340 16.424215 10.478590 0.324 0.037 -0.113
H 16.376490 17.922095 8.387130 -0.017 -0.563 0.318
H 16.163740 19.596965 8.704460 -0.233 0.127 0.158
H 14.719220 18.551805 8.593560 -0.086 0.015 -0.164
C 10.508820 19.720935 16.901060 0.139 -0.412 -0.404
O 9.768070 20.830925 16.542960 -0.776 1.452 0.069
C 9.083240 21.422555 17.662110 -0.574 0.365 -0.951
C 8.051820 22.447565 17.127610 0.229 -1.718 0.126
N 8.661790 23.679655 16.742200 -0.317 0.052 0.670
C 7.731770 24.554095 16.056770 0.657 0.288 -0.082
C 8.394730 25.871955 15.649400 -0.722 -0.483 -0.027
O 9.314520 25.766145 14.606710 3.159 -0.672 -1.652
C 10.772560 25.600705 14.844860 -1.232 0.143 1.576
H 10.814420 19.224775 15.979900 -0.011 -0.078 -0.008
H 9.859830 19.042025 17.454230 0.327 -0.299 0.315
H 11.415460 20.000925 17.437440 0.129 -0.124 0.448
H 9.778820 21.925605 18.333830 0.129 -0.057 0.144
H 8.561940 20.625045 18.191570 -0.050 -0.043 0.249
H 7.223160 22.540465 17.829600 0.231 0.521 0.487
H 7.562250 21.973705 16.276800 -0.048 -0.345 -0.449
H 9.534250 23.429685 16.299000 -0.171 0.521 -0.672
H 6.861850 24.703025 16.696440 0.273 0.583 0.735
H 7.175360 24.158295 15.207150 0.621 -0.641 -0.809
H 8.822840 26.361855 16.523940 -0.113 0.294 0.056
H 7.617370 26.423955 15.121070 -0.248 0.612 0.737
H 11.122450 26.375435 15.527110 -0.219 0.214 0.234
H 11.472570 25.669665 14.012190 -1.118 0.076 -0.806
H 11.007460 24.655855 15.334940 -0.251 -0.199 -0.010
```
Forces are in eV/Å.

M = 985.5 Da
E_LUMO = 0.25 eV
E_HOMO = -8.32 eV
max |F| = 3.63 eV/A
multiplicity = 1
HOMO-LUMO gap = 0.315 Ha